Molecular formula: C37H54N3NiP
Method: DFT, ωB97M-V with the def2-TZVPD basis set

ΔE to the lowest compared entry with this formula, charge and spin = 0.000 eV
E_LUMO (alpha / beta) = 4.16 / 4.11 eV
E_tot = -3456.0140 a.u.
spin multiplicity = 3
HOMO-LUMO gap (alpha / beta) = 0.0525 / 0.1780 Eh
net charge = -2
molar mass = 630.53 g/mol

Geometry as XYZ:
```
96
Properties=species:S:1:pos:R:3:forces:R:3
Ni 1.3203 -0.3020 0.0154 -0.24 -1.03 -0.58
N 0.4038 -2.3931 2.1992 0.45 -1.51 1.17
N 1.1240 -2.6885 -1.1519 -1.78 0.75 -2.47
C 2.7363 1.2605 -0.4546 0.19 -0.21 1.06
C 3.5738 0.1515 -0.0994 -0.33 0.70 0.51
C 3.1764 -0.3101 1.1828 -0.03 1.08 -0.13
C 3.8292 -1.3773 1.9749 0.16 -0.47 0.37
H 4.4958 -1.9930 1.3582 -0.14 0.04 0.07
H 3.0760 -2.0333 2.4312 0.14 0.05 -0.08
H 4.4410 -0.9655 2.7954 -0.08 0.00 -0.12
C 2.1222 0.5330 1.6770 0.63 0.69 -0.84
C 1.5414 0.4719 3.0356 -0.13 -0.10 0.40
H 2.2659 0.7698 3.8099 -0.06 0.00 -0.03
H 1.2067 -0.5555 3.2279 0.06 0.27 0.14
H 0.6705 1.1279 3.0929 0.02 -0.06 0.12
C 1.8499 1.5229 0.6498 0.94 -0.42 0.37
C 0.9000 2.6507 0.7540 -0.39 0.29 0.16
H -0.0127 2.3042 1.2539 0.09 0.23 -0.05
H 0.6267 3.0169 -0.2393 -0.03 0.06 0.07
H 1.3155 3.4874 1.3327 -0.06 0.09 -0.06
C 4.7041 -0.4050 -0.8907 0.22 -0.27 -0.26
H 5.6173 -0.4809 -0.2835 -0.09 0.01 -0.08
H 4.9447 0.2186 -1.7604 -0.09 -0.12 0.14
H 4.4832 -1.4179 -1.2566 0.09 0.06 -0.03
C 2.8054 2.1042 -1.6756 -0.22 0.09 -0.31
H 1.8200 2.1314 -2.1541 0.18 0.14 -0.17
H 3.5151 1.7138 -2.4090 -0.08 0.05 0.01
H 3.0899 3.1377 -1.4441 0.02 -0.05 -0.04
C -0.2371 -2.8792 3.2784 -0.47 -0.97 -0.45
H -0.0237 -2.3838 4.2476 -0.52 -0.08 -0.62
C -1.0731 -4.0136 3.2149 0.49 0.78 0.85
H -1.5904 -4.2966 4.1352 0.08 -0.17 -0.36
C -1.2049 -4.7234 1.9997 -0.14 0.36 -0.34
H -1.8803 -5.5828 1.9230 0.23 0.28 0.06
C -0.4408 -4.3168 0.9240 -0.53 0.46 0.63
H -0.4549 -4.8036 -0.0566 0.06 0.00 0.49
C 0.4679 -3.2289 1.1203 0.16 0.32 -0.94
C 1.4871 -2.9696 0.1599 0.78 -0.74 1.11
H 2.5714 -3.0333 0.3587 -0.90 0.64 0.18
C 0.8845 -1.3516 -1.4707 1.46 -0.94 -0.37
C 1.0172 -3.4700 -2.3100 0.78 0.29 0.57
H 1.0735 -4.5469 -2.2676 0.06 0.10 -0.06
C 0.9665 -2.6190 -3.3506 0.04 0.29 0.01
H 1.0009 -2.7914 -4.4060 -0.14 -0.06 -0.23
N 0.9577 -1.3128 -2.8322 -0.71 -0.25 -0.59
C 1.0227 -0.1484 -3.6969 -0.35 -0.14 -0.74
C 2.1607 0.0411 -4.5031 -0.29 0.43 0.52
C 2.2214 1.1590 -5.3441 -0.59 -0.13 0.02
H 3.1334 1.3543 -5.9016 -0.11 -0.06 -0.01
C 1.1471 2.0496 -5.4656 0.62 0.13 0.40
C 1.2326 3.2609 -6.3537 0.01 0.05 -0.21
H 1.2025 4.1949 -5.7715 -0.05 -0.27 -0.10
H 0.3895 3.3034 -7.0592 0.15 0.00 0.17
H 2.1601 3.2622 -6.9360 -0.14 0.01 0.04
C 0.0004 1.7877 -4.7269 -0.43 -0.25 0.10
H -0.8542 2.4722 -4.8062 0.33 -0.30 -0.05
C -0.0999 0.6835 -3.8772 0.66 -0.16 0.10
C -1.3760 0.3755 -3.1688 -0.40 0.18 0.41
H -1.9042 -0.4914 -3.5989 0.25 0.17 0.07
H -2.0480 1.2398 -3.2328 0.07 -0.21 0.04
H -1.1781 0.1584 -2.1112 -0.11 0.04 -0.22
C 3.3377 -0.8796 -4.4180 0.61 -0.12 0.10
H 3.1934 -1.8073 -4.9953 0.00 0.24 0.24
H 3.5697 -1.1453 -3.3749 -0.16 -0.02 -0.34
H 4.2186 -0.3715 -4.8338 -0.17 -0.17 0.08
C -1.8625 0.0599 4.8326 -0.11 -0.04 -0.04
C -2.7744 -0.1920 3.6192 -0.40 -0.03 -0.73
C -4.2490 0.0550 3.9231 -0.16 -0.37 0.55
P -2.1339 0.7039 2.1067 1.96 0.22 0.56
C -2.6684 -0.1320 0.5146 -0.13 -0.12 0.27
C -3.4087 -1.4489 0.7678 -0.13 -0.02 -0.15
C -3.3909 0.7729 -0.4811 -0.19 -0.04 -0.15
C -2.7673 2.4575 2.1854 -0.12 -0.35 -0.18
C -4.2855 2.6361 2.1023 -0.46 0.68 -0.14
C -2.1406 3.2354 3.3655 0.03 0.11 -0.12
H -1.8773 1.1139 5.1434 0.04 -0.27 -0.08
H -0.8239 -0.2295 4.6171 -0.35 0.18 -0.01
H -2.2199 -0.5456 5.6810 0.08 0.13 -0.13
H -2.6660 -1.2549 3.3513 0.06 0.23 0.04
H -4.4316 1.0684 4.2916 0.03 -0.07 -0.11
H -4.8981 -0.1376 3.0625 0.17 0.15 0.11
H -4.5666 -0.6352 4.7147 -0.10 0.04 0.08
H -1.6798 -0.3894 0.0891 -0.32 0.11 0.10
H -4.3585 -1.2852 1.2957 0.17 -0.06 -0.06
H -3.6522 -1.9265 -0.1904 0.09 0.03 0.09
H -2.7962 -2.1578 1.3405 -0.12 0.16 -0.09
H -2.8235 1.6921 -0.6893 -0.18 -0.23 0.08
H -3.5096 0.2432 -1.4388 0.05 0.14 0.24
H -4.3970 1.0466 -0.1344 0.25 -0.04 -0.12
H -2.3306 2.8986 1.2720 -0.07 -0.24 0.25
H -4.7299 2.8769 3.0806 0.11 -0.16 -0.24
H -4.5085 3.4850 1.4370 -0.12 -0.13 0.17
H -4.8042 1.7644 1.6860 0.16 0.27 0.25
H -1.0624 3.0393 3.4699 -0.33 -0.06 -0.11
H -2.2523 4.3176 3.1929 -0.05 -0.22 0.05
H -2.6242 3.0118 4.3276 0.05 -0.06 -0.28
```
Forces are in eV/Å.

Molecular formula: C37H54N3OP2Sr
Method: DFT, ωB97M-V with the def2-TZVPD basis set

ΔE to the lowest compared entry with this formula, charge and spin = 0.000 eV
E_LUMO = -2.60 eV
E_tot = -2395.0727 a.u.
HOMO-LUMO gap = 0.1966 Eh
net charge = +1
molar mass = 706.43 g/mol

Geometry as XYZ:
```
98
Properties=species:S:1:pos:R:3:forces:R:3
C -1.4591 1.6811 -2.1450 -0.35 -0.02 -0.38
C -2.4269 2.0412 -0.0355 0.44 -0.60 1.28
C -2.4908 2.3682 -2.7848 0.98 -0.54 -0.38
C -3.3934 2.8925 -0.6336 -0.19 0.44 -0.81
C -3.4533 3.0198 -2.0078 0.00 -0.03 1.07
H -2.5105 2.3871 -3.8700 -0.01 0.17 0.12
H -4.0881 3.4010 0.0311 0.00 -0.14 -0.25
H -4.2308 3.6117 -2.4812 0.08 -0.05 0.09
N -1.4244 1.4961 -0.8125 0.11 0.00 -0.18
P 1.3771 1.2928 -2.2732 -0.23 -0.08 0.01
P -1.8117 0.4140 2.2334 0.92 -0.04 -0.92
C -0.3242 1.0487 -2.9844 -0.48 -0.14 0.04
H -0.5153 -0.0384 -3.0364 0.13 0.39 0.08
H -0.3586 1.4278 -4.0177 -0.11 -0.18 0.35
C -2.5198 1.7578 1.3664 0.17 1.08 -0.37
H -3.0817 2.4993 1.9458 -0.24 -0.41 -0.32
C -3.1234 -0.9750 2.2796 0.41 0.31 0.68
C -1.2578 1.1108 3.9273 -0.65 -0.62 -0.45
C 2.4875 -0.0166 -3.1185 -0.20 0.68 -0.13
C 1.7648 3.0770 -2.7784 0.21 -0.45 -0.06
C -2.3828 -2.3089 2.4920 -0.24 0.01 0.08
H -1.7910 -2.3135 3.4171 -0.15 0.00 -0.18
H -3.1234 -3.1188 2.5547 0.18 0.04 0.03
H -1.7081 -2.5257 1.6537 -0.14 0.08 0.19
C -4.1337 -0.7252 3.4001 -0.36 -0.46 -0.04
H -3.6829 -0.7866 4.3983 -0.06 0.02 -0.25
H -4.6388 0.2426 3.2898 0.16 -0.16 -0.01
H -4.9061 -1.5061 3.3508 0.01 0.13 0.08
C -3.8534 -1.0126 0.9273 0.01 0.11 0.11
H -4.5589 -1.8575 0.9226 0.15 0.12 0.08
H -4.4211 -0.0913 0.7467 0.20 -0.18 0.03
H -3.1527 -1.1608 0.0970 -0.11 0.18 0.16
C -0.7487 -0.0484 4.8059 -0.01 0.19 0.15
H 0.0533 -0.6196 4.3119 -0.22 0.16 0.05
H -0.3304 0.3802 5.7290 -0.08 -0.17 -0.11
H -1.5447 -0.7486 5.0946 0.18 0.22 -0.11
C -0.0941 2.0995 3.7090 -0.20 -0.04 0.00
H 0.8163 1.6074 3.3334 -0.13 -0.07 0.04
H -0.3597 2.9213 3.0321 -0.06 -0.20 0.09
H 0.1619 2.5372 4.6868 0.01 -0.09 -0.26
C -2.4055 1.8546 4.6125 0.14 0.15 0.49
H -3.2763 1.2200 4.8092 0.30 0.19 -0.07
H -2.0349 2.2178 5.5825 -0.18 0.05 -0.10
H -2.7303 2.7263 4.0336 0.08 -0.18 0.08
C 3.2468 3.3570 -2.4579 -0.08 0.16 -0.21
H 3.4510 4.4127 -2.6927 0.04 -0.25 0.10
H 3.4766 3.2007 -1.3941 -0.04 -0.01 -0.26
H 3.9309 2.7430 -3.0620 -0.22 0.21 0.19
C 0.8776 4.0201 -1.9387 0.04 -0.12 -0.06
H -0.1858 3.8991 -2.1871 0.27 0.02 0.17
H 1.0166 3.8668 -0.8590 -0.15 0.11 -0.34
H 1.1648 5.0551 -2.1827 -0.07 -0.25 0.13
C 1.4723 3.3611 -4.2545 0.20 0.26 -0.17
H 1.7501 4.4086 -4.4463 -0.13 -0.21 -0.07
H 2.0549 2.7344 -4.9378 -0.20 0.24 0.18
H 0.4069 3.2521 -4.4933 0.26 0.08 0.08
C 1.7747 -1.3827 -3.1327 0.02 0.04 -0.01
H 0.8972 -1.3885 -3.7925 0.23 0.01 0.16
H 2.4807 -2.1347 -3.5196 -0.16 0.20 0.11
H 1.4576 -1.7127 -2.1332 0.07 0.12 -0.19
C 3.7835 -0.1532 -2.2896 -0.04 -0.02 -0.10
H 3.5853 -0.4885 -1.2592 -0.03 0.06 -0.25
H 4.4218 -0.9125 -2.7668 -0.10 0.20 0.14
H 4.3543 0.7827 -2.2348 -0.16 -0.22 -0.04
C 2.8178 0.3760 -4.5611 0.34 -0.44 -0.26
H 1.9128 0.5253 -5.1654 0.21 0.00 0.18
H 3.4540 1.2677 -4.6307 -0.22 -0.24 0.07
H 3.3802 -0.4513 -5.0220 -0.09 0.19 0.02
Sr 0.6162 0.3146 0.4500 -0.90 0.53 0.24
C 2.1034 2.6729 0.9446 2.03 3.01 1.80
O 2.7140 3.5477 1.3786 -1.90 -2.69 -1.48
N -0.5768 -1.6375 -0.5195 -2.32 -2.60 -1.99
C -1.2847 -2.3789 -1.1028 2.75 2.18 1.67
C -1.9836 -3.3745 -1.8233 -0.88 -0.81 -0.77
C -1.3348 -4.5919 -2.1215 -0.04 0.03 0.09
C -3.3122 -3.1619 -2.2465 0.08 -0.07 0.08
C -2.0340 -5.6081 -2.7720 0.00 0.24 0.05
H -0.2854 -4.7291 -1.8432 -0.43 0.03 -0.03
C -4.0044 -4.1934 -2.8834 0.19 0.10 0.04
H -3.7850 -2.1891 -2.0794 0.13 -0.43 0.05
C -3.3703 -5.4142 -3.1376 0.08 0.16 0.13
H -1.5353 -6.5542 -2.9920 -0.16 0.34 0.07
H -5.0437 -4.0395 -3.1822 0.39 -0.05 0.07
H -3.9191 -6.2189 -3.6296 0.17 0.25 0.14
C 5.5644 -2.5325 4.2346 0.31 -0.04 0.15
C 4.4931 -1.9415 3.3710 -0.08 -0.08 0.05
C 3.3091 -2.6509 3.1480 -0.41 0.25 -0.36
C 2.3187 -2.0864 2.3487 0.51 0.61 -0.06
N 2.4673 -0.8620 1.7800 0.66 -0.32 0.35
C 3.6197 -0.1793 1.9861 -0.41 -0.82 0.27
C 4.6467 -0.6858 2.7787 -0.30 0.14 -0.26
H 5.2214 -2.6505 5.2709 0.01 0.06 -0.24
H 5.8582 -3.5278 3.8780 -0.09 0.22 0.04
H 6.4507 -1.8930 4.2397 -0.09 -0.14 0.05
H 3.1530 -3.6368 3.5860 0.08 0.26 -0.09
H 1.3773 -2.6102 2.1400 0.37 0.24 0.12
H 3.7034 0.7986 1.4952 0.06 -0.46 0.23
H 5.5565 -0.1044 2.9214 -0.20 -0.17 0.00
```
Forces are in eV/Å.

- The highest molar mass belongs to which entry?
  C37H54N3OP2Sr

- Which of these has the highest molar mass?
  C37H54N3OP2Sr

- The highest net charge belongs to which entry?
  C37H54N3OP2Sr